Model w:
Below is a 8-piece molecular cluster, C32H88N8O8 overall, with properties calculated with ωB97M-V with the def2-TZVPD basis set.

CARTESIAN COORDINATES (ANGSTROEM)
O 2.4576 6.8029 -3.0134
O -0.6405 -6.8287 -0.4355
O -4.0285 1.7823 0.5875
O 4.3187 3.4393 0.6427
O -1.2126 -1.6186 -2.3434
O 2.8145 -2.0649 3.7436
O -1.0141 1.1977 2.7212
O -1.7480 -3.8557 3.6436
N 0.3180 5.0338 -2.5067
N -4.9340 -2.6014 2.2439
N -4.5205 -0.8517 -0.9488
N -0.3530 -1.0167 0.7873
N -3.9664 5.1823 -0.5539
N 1.2811 -3.6467 -0.5002
N 5.2222 5.0397 -2.5471
N 4.0412 -4.0292 0.8300
C 2.9073 3.4998 0.6334
C 1.0541 5.0580 -3.7553
C -3.3575 -1.6723 -1.1292
C 3.3221 -4.9247 3.0966
C 3.7776 -2.4482 2.7436
C 1.7334 6.4011 -4.1403
C -3.4481 3.0395 0.4778
C 4.9279 4.1739 -0.3695
C 3.2342 7.9177 -3.1695
C -1.4370 -6.7922 0.7483
C -4.1102 -3.5559 3.0740
C 0.1415 -4.4739 -1.0067
C 0.0367 4.7086 -4.9122
C 0.4521 -5.8944 -0.4395
C 3.3375 -0.9515 4.3610
C -0.2413 -0.8149 -2.9984
C -4.1086 3.7646 -0.6942
C 3.3165 -3.7639 2.1136
C -2.3934 -0.8775 -2.0385
C -0.3525 -3.5890 3.4640
C 0.0742 -4.5523 -2.4873
C -0.0624 1.2702 1.7180
C -0.6064 0.8229 3.9887
C 1.7775 0.0991 0.3375
C 4.9886 2.5813 -2.3505
C -3.8833 -2.9186 -1.9380
C -4.3166 -5.0116 2.6714
C -4.3797 1.5455 1.9194
C 0.5999 -0.0778 1.3195
C -3.5857 3.3225 -2.0719
C -2.6619 -3.0730 2.7907
C 4.5264 3.9402 -1.8059
H -4.2475 0.0489 -0.5506
H 2.4166 3.1379 -0.3258
H 3.3564 -4.3979 0.1535
H 4.4093 -5.3079 3.2408
H 4.5688 1.7108 -1.8445
H -0.0835 -3.7123 2.3613
H 2.8430 -4.6476 4.0118
H 2.0871 -0.8217 -0.0628
H -0.5835 1.6772 0.8549
H -4.7490 -3.3042 -1.4034
H 2.7081 -5.7552 2.6992
H -0.6810 -0.3058 -3.8250
H -0.9003 4.3942 -4.2867
H 3.7150 -1.7306 1.8827
H 3.9458 7.8904 -2.3166
H -0.6269 -5.3281 -2.8600
H 6.0304 3.8798 -0.1921
H 2.7131 0.4762 0.8424
H -0.9039 -7.1165 1.6810
H -1.7321 -5.7611 0.9238
H 6.2386 4.9547 -2.6601
H -2.8490 -0.5923 -2.9759
H -4.9653 0.6398 1.8485
H 0.7017 2.0219 2.0764
H 0.1422 1.5425 4.4211
H 3.1548 -0.0486 3.7521
H 0.5894 -1.4380 -3.2415
H 0.9150 -5.7453 0.5611
H -4.3586 -2.6046 -2.8536
H -2.6415 3.8587 -2.3227
H 1.2343 -6.4074 -0.9596
H -5.1523 3.5925 -0.6116
H 3.4436 4.0661 -2.0008
H 0.9370 -2.7220 -0.1563
H -4.9249 2.4084 2.3033
H 1.0549 -4.9583 -2.9180
H -4.0490 5.7746 -1.4181
H -5.0985 -1.3572 -0.2516
H -1.4683 0.9369 4.6332
H 2.3653 6.4067 -5.0221
H 0.1083 0.0038 -2.3543
H 1.0879 -0.4926 2.2223
H 3.8355 7.7666 -4.0230
H -4.8611 -1.6702 2.6619
H -0.4251 5.6918 -2.3417
H -2.4926 -3.2432 1.7119
H -4.3950 3.4649 -2.8077
H -5.9258 -2.8427 2.2503
H -2.3790 2.9028 0.3139
H -0.6186 -0.9530 -0.2045
H -3.6701 3.6299 1.4028
H 2.5868 4.5321 0.7136
H 1.7998 -3.3651 -1.2779
H -3.4518 1.3915 2.4501
H 6.0516 2.4860 -2.4739
H -2.7178 -2.0971 -0.3524
H -3.4562 -5.6508 2.9345
H -2.0954 0.0320 -1.5127
H -0.0919 -2.5492 3.7629
H 2.3086 -3.6676 1.7727
H 2.5412 2.9775 1.5616
H -0.1110 -0.1639 4.0782
H 4.7556 -2.5806 3.1472
H 5.0927 5.9504 -2.1328
H -5.2099 -5.4786 3.1451
H 0.9145 7.0591 -4.5113
H 1.4841 0.8342 -0.5108
H -2.3152 -7.4145 0.4895
H 2.7507 -0.8109 5.2795
H 4.8040 -4.6745 0.9527
H -4.4175 -3.3526 4.0894
H -4.3235 5.6945 0.2341
H 4.7954 5.2171 -0.1158
H 1.7960 4.2653 -3.6924
H -1.1052 -1.1223 1.4939
H -0.1423 -3.6126 -3.0402
H 0.2623 3.8177 -5.5380
H 2.6908 8.8374 -3.2013
H -0.7599 -3.9722 -0.5897
H -2.5018 -1.9417 3.0286
H 0.8204 4.9318 -1.6567
H 0.2513 -4.3540 3.9676
H 4.6147 2.5330 -3.3995
H -0.2103 5.4370 -5.6527
H -4.4252 -5.0521 1.5853
H -3.3492 2.2301 -2.0091
H 4.4267 -0.9895 4.5519
H -3.1817 -3.7079 -2.0921

Values from the calculation:
SMILES string   COC[C@H](C)N.COC[C@H](C)N.COC[C@H](C)N.COC[C@H](C)N.COC[C@H](C)N.COC[C@H](C)N.COC[C@H](C)N.COC[C@H](C)N
Kohn-Sham gap   9.452 eV
Net charge   0

Model x:
Below is a 8-piece molecular cluster, C32H88N8O8 overall, with properties calculated with ωB97M-V with the def2-TZVPD basis set.

CARTESIAN COORDINATES (ANGSTROEM)
O 4.6118 0.2970 6.4844
O -2.7597 0.4736 -1.2114
O 7.9107 6.4698 -6.2305
O 1.3179 -2.1915 -7.9761
O -7.4807 -5.4769 1.1587
O -1.9821 0.9609 5.4251
O 4.6211 -4.0099 0.8521
O -2.4621 7.8445 0.9805
N 0.0005 1.7201 -3.5306
N -0.6527 7.5104 -2.1689
N -10.5752 -7.3505 1.7328
N -0.4571 -4.8301 -5.9101
N 1.5824 -5.5306 2.0426
N 2.6628 -1.2642 9.1443
N 6.2938 3.2220 -5.1118
N -2.9345 -1.8976 3.2753
C -0.6674 1.0700 -2.3709
C -1.9032 -0.0517 4.3470
C 3.2444 -4.3093 0.7676
C 4.2079 -0.6463 7.4507
C -2.8872 1.9890 5.2042
C 3.0372 -0.0972 8.2947
C 3.6934 0.7471 5.5180
C -7.4522 -5.2436 -0.2641
C 6.1864 5.3046 -3.9195
C 0.1706 1.4006 -1.1104
C -3.0300 -1.0538 4.5001
C 0.1478 -2.8610 -7.4343
C -4.1063 0.8031 -0.9545
C -2.8547 -1.9025 5.6728
C -0.3616 9.3055 -0.4819
C -3.8151 7.8118 1.4575
C -9.6365 -5.4894 3.1773
C -2.1432 1.2880 -2.2074
C 3.7947 -6.3734 2.1023
C -0.8822 7.8860 -0.7822
C 1.3980 -5.2534 -7.4300
C 8.9964 6.5646 -7.1654
C 7.7674 5.1062 -5.9254
C 5.0919 -3.1464 -0.1099
C 0.6175 -4.1235 -6.6423
C 2.9651 -5.1313 1.9734
C -2.3525 7.7219 -0.4410
C 6.3902 4.6969 -5.2974
C -8.1760 -6.6305 1.5085
C 3.5120 1.1517 9.1017
C -9.6285 -6.2165 1.8264
C 0.9619 -1.0395 -8.7749
H 2.1135 0.1803 7.7868
H -4.2139 6.8135 1.2774
H -0.9669 10.0172 -1.0433
H -3.8785 1.6645 5.5207
H -10.6419 -5.1806 3.4635
H 7.1137 2.7915 -4.7086
H 9.8808 5.9706 -6.9353
H 6.1997 6.3879 -4.0391
H -0.5402 -2.2117 -6.8929
H -2.3974 2.3375 -2.0586
H 2.3457 -4.9029 -7.8389
H -4.4711 -0.0861 -0.4404
H 1.5962 -6.1304 -6.8139
H -2.9089 2.3538 4.1773
H -0.5184 0.0124 -2.5884
H 5.0291 -0.9540 8.0980
H 1.8490 -0.7996 -9.3610
H 1.2532 1.2963 -1.1821
H -8.1183 -7.3778 0.7171
H 4.8593 -6.1395 2.0905
H 4.2323 1.3379 4.7772
H -9.0370 -4.5793 3.1563
H -3.9990 8.1421 2.4799
H -4.1836 1.6547 -0.2786
H -6.8182 -6.0109 -0.7084
H 0.0271 -5.4213 -5.2498
H 0.7489 -0.2447 -8.0601
H -10.5182 -7.8074 0.8339
H -8.4224 -5.3174 -0.7555
H -2.7783 -1.3623 2.4332
H -2.6657 2.7882 5.9116
H -1.8015 -2.1199 5.8507
H 6.1317 2.8244 -6.0260
H -0.3188 7.1814 -0.1705
H -0.9395 -0.5608 4.3619
H -0.4139 -3.1809 -8.3119
H -0.9054 -4.1830 -5.2774
H 3.2793 -0.1172 4.9987
H 1.3768 -6.0439 2.8878
H 7.0164 4.9954 -3.2842
H 0.9616 1.4333 -3.6491
H -0.4883 9.5137 0.5805
H 0.2546 7.7270 -2.5564
H -2.9995 8.2944 -1.1056
H -3.2632 -1.3564 6.5231
H -3.3603 -2.8617 5.5617
H 4.5667 -3.1755 -1.0646
H 4.1483 1.8221 8.5240
H 0.7046 9.3749 -0.6973
H 3.9276 -1.5363 6.8873
H 0.0992 -1.2107 -9.4187
H -2.7544 6.7579 -0.7529
H 5.5968 4.9301 -6.0075
H -2.5512 1.0533 -3.1906
H -0.8113 6.5140 -2.2136
H -4.3918 8.5140 0.8555
H 0.8173 -5.5810 -8.2923
H 4.0740 0.9210 10.0068
H 5.0367 -2.1356 0.2943
H -0.3853 1.2952 -4.3616
H 0.0552 2.4541 -0.8557
H 3.3970 -1.6539 9.7181
H 8.7256 6.4259 -8.2121
H -6.9385 -4.2945 -0.4170
H 3.5764 -7.1254 1.3440
H 2.6563 1.7412 9.4308
H -4.6808 1.0162 -1.8560
H 3.0105 -4.6985 -0.2233
H 9.1800 7.6375 -7.1088
H 3.2655 -4.5534 2.8474
H 5.1748 5.2398 -3.5188
H 3.5869 -6.9512 3.0029
H 8.1635 4.4627 -6.7110
H -9.9288 -5.3811 1.1940
H 8.4347 4.8303 -5.1090
H 1.0264 -4.6960 2.1623
H -4.0110 -0.5800 4.4654
H 1.8651 -1.1256 9.7481
H 1.2799 -3.7897 -5.8436
H -1.9259 0.4977 3.4058
H 2.6497 -3.3976 0.8245
H -7.7161 -7.1798 2.3300
H 6.1263 -3.3870 -0.3555
H -3.8688 -2.2295 3.0827
H -9.2556 -6.1287 3.9737
H 2.9316 1.3978 5.9472
H -0.0863 0.7861 -0.2476
H -11.4545 -6.8538 1.7139

Values from the calculation:
SMILES string   COC[C@H](C)N.COC[C@H](C)N.COC[C@H](C)N.COC[C@H](C)N.COC[C@H](C)N.COC[C@H](C)N.COC[C@H](C)N.COC[C@H](C)N
Kohn-Sham gap   9.190 eV
Net charge   0

Model y:
Below is a 8-piece molecular cluster, C32H88N8O8 overall, with properties calculated with ωB97M-V with the def2-TZVPD basis set.

CARTESIAN COORDINATES (ANGSTROEM)
O 2.2153 2.3373 7.6467
O -0.6842 -0.0407 -10.6619
O 11.9214 -2.6643 -1.5838
O -5.0563 10.4423 -0.9815
O -5.7910 -7.1561 -2.5593
O 0.0689 -1.2120 -3.3721
O 2.1114 -4.2443 4.1617
O -5.7761 0.5684 5.4861
N 1.6018 1.6585 11.1836
N -4.2304 3.3637 7.4239
N 14.1848 -3.6240 0.2416
N -8.7328 -6.3120 -0.4182
N -3.6366 7.7560 -0.9614
N -1.8577 2.0574 -3.5153
N 4.8746 -4.6452 4.0092
N -2.3533 3.1006 -9.3532
C -0.9921 -0.2927 -3.6504
C -8.0256 -7.0360 -1.4709
C -6.3663 10.7207 -1.3399
C 1.2372 -1.0301 -4.1441
C -2.0845 8.7453 -2.4839
C 15.7582 -3.2544 -1.4505
C -0.2203 1.2852 -1.8609
C 3.2064 3.2872 10.3898
C 1.9843 2.4543 10.0812
C 10.9598 -2.8536 -2.5731
C 2.0669 1.5624 6.4561
C -4.3774 9.8899 -2.0034
C -9.0189 -7.1348 -2.6746
C -0.6809 1.2007 -3.3546
C -5.1147 1.8347 5.7101
C -0.8361 1.2155 -9.9781
C -4.9221 2.1308 7.2162
C -3.2118 9.0479 -1.4584
C -4.6335 -6.4382 -2.8853
C 14.3070 -2.9035 -0.9537
C 13.2049 -3.2872 -1.9135
C 0.8024 -4.5305 4.7810
C 4.0022 -4.9296 2.8224
C -2.6025 2.1400 -11.5638
C -5.8997 0.2411 4.0797
C 2.3519 1.5376 8.8335
C -6.2699 2.2228 7.8824
C -6.6426 -6.2727 -1.8328
C -2.2417 1.8664 -10.0984
C -1.4867 -1.1243 -10.3397
C 4.7475 -5.8961 1.9285
C 2.5781 -5.3134 3.3223
H -1.2734 8.1050 -2.1371
H 13.1915 -4.3731 -1.8199
H 2.3929 1.1254 11.5152
H 4.0984 2.6754 10.5246
H 2.7547 0.7197 6.3861
H 2.2685 2.2318 5.6199
H 0.6982 0.7664 -1.5867
H 16.5980 -2.7692 -0.9530
H 13.4857 -2.8941 -2.8906
H 1.9943 -1.7632 -3.8661
H 3.9451 -3.9714 2.3060
H -4.5472 3.6470 8.3401
H 11.3354 -2.4921 -3.5303
H -0.1484 2.3045 -1.4814
H -6.3354 11.3141 -2.2537
H -4.0344 -5.9883 -2.0935
H 0.0403 -4.4760 4.0036
H -4.9400 -0.0230 3.6356
H -1.1882 -1.8902 -11.0555
H -1.8665 -0.5448 -3.0504
H -8.5847 -7.8246 -3.3982
H -9.2029 -5.5569 -0.8966
H -2.3272 3.0602 -8.3444
H -1.8889 2.8902 -2.9448
H -2.8351 9.5721 -0.5801
H -0.6254 1.0283 -8.9252
H 4.3310 -5.8868 0.9213
H -4.0891 1.7983 5.3427
H 0.0135 1.7940 -10.3406
H -9.5309 -6.8728 -0.1562
H 0.6156 -3.8551 5.6158
H -3.2153 3.5999 -9.5200
H -3.8781 -7.1024 -3.3052
H -5.8287 2.5287 5.2666
H 1.0899 -1.0376 -5.2240
H -2.6100 8.2146 -3.2778
H 0.1827 1.4153 -3.9842
H 1.7326 0.6430 8.7670
H -3.2287 3.2375 7.4487
H -6.2471 2.6021 8.9040
H -3.8690 10.6975 -2.5301
H -4.9094 9.2689 -2.7242
H 3.4629 4.0170 9.6218
H -4.5754 7.8481 -0.6005
H 4.3885 -4.2558 4.8043
H 10.1105 -2.1938 -2.3959
H -6.9160 9.7883 -1.4690
H -6.7915 -5.3970 -2.4646
H 15.9929 -4.3188 -1.4604
H 13.2523 -3.4168 0.5697
H -6.9407 11.3398 -0.6508
H 14.8833 -3.2607 0.8741
H -1.7103 9.6506 -2.9620
H 10.6160 -3.8847 -2.6555
H -4.7403 -5.7251 -3.7027
H -3.5927 2.5924 -11.6187
H 2.5877 -6.2589 3.8647
H -3.0647 1.2131 -9.8089
H -2.6522 1.2111 -12.1319
H 1.0518 1.2181 6.2582
H -1.9493 2.9122 -11.9700
H 1.6586 -0.0704 -3.8448
H 0.9543 0.9395 10.8939
H 5.7962 -5.6064 1.8612
H -1.2956 -0.3903 -4.6927
H -9.1593 -6.1601 -3.1419
H 2.8632 3.8532 11.2558
H 15.8567 -2.8433 -2.4551
H -1.2705 -1.6447 -9.4066
H -6.7745 1.2574 7.9228
H -6.4310 0.9924 3.4954
H -0.9640 0.8164 -1.2165
H 3.3834 1.1860 8.8568
H 14.2044 -1.8349 -0.7647
H -6.5616 -0.6168 3.9608
H 1.0707 3.0345 9.9513
H -6.9282 2.9045 7.3440
H -9.9847 -7.5489 -2.3850
H -2.6700 1.5595 -3.1801
H -2.5344 -0.9027 -10.5426
H 0.9406 -5.5375 5.1747
H -3.1547 7.6624 -0.0787
H 5.2673 -5.5243 4.3142
H 4.7264 -6.8960 2.3619
H -7.8173 -7.9975 -1.0016
H 1.9034 -5.4948 2.4856
H -4.3914 1.3296 7.7306
H -6.1051 -5.9359 -0.9463

Values from the calculation:
SMILES string   COC[C@H](C)N.COC[C@H](C)N.COC[C@H](C)N.COC[C@H](C)N.COC[C@H](C)N.COC[C@H](C)N.COC[C@H](C)N.COC[C@H](C)N
Kohn-Sham gap   9.528 eV
Net charge   0

Model z:
Below is a 8-piece molecular cluster, C32H88N8O8 overall, with properties calculated with ωB97M-V with the def2-TZVPD basis set.

CARTESIAN COORDINATES (ANGSTROEM)
O 1.7975 -17.7418 9.0833
O 7.4518 -14.3654 20.9166
O 0.1637 -23.2181 19.2736
O 5.1097 -21.4762 14.9978
O 7.9455 -14.6446 16.9468
O -2.8281 -19.5376 18.7318
O 2.0375 -18.5871 15.6198
O -0.1454 -22.1266 13.6981
N 2.4637 -22.2381 12.4777
N -1.0269 -23.7356 16.9749
N -1.5858 -19.4353 21.2313
N 3.4676 -18.2548 18.1265
N 3.8799 -13.9206 20.0462
N 1.8840 -18.4296 11.8300
N 3.1830 -23.6830 19.0995
N 7.1623 -11.3899 15.7334
C 0.9597 -19.0962 14.9021
C 8.4397 -15.8206 16.3916
C 2.9528 -17.1738 17.3298
C 2.3130 -21.5418 18.2183
C -0.6064 -21.5758 12.4263
C 0.9012 -24.0361 15.6835
C -1.1352 -18.6436 20.1239
C 1.1808 -22.7290 20.1482
C -1.4020 -19.3831 18.7524
C 3.7766 -16.9955 12.3359
C -0.3826 -23.2150 15.8364
C 0.2786 -18.2020 20.4998
C 4.8011 -15.1013 21.9595
C 2.9786 -17.5374 9.9220
C 7.9590 -13.5706 16.0612
C 8.3652 -15.4634 20.7680
C -1.0521 -23.3976 20.0315
C 2.6134 -22.4102 19.4761
C 5.5210 -20.3816 15.8530
C 5.1348 -14.0494 20.8495
C 4.1253 -16.6723 16.5101
C 2.5646 -17.2445 11.3674
C 3.7106 -22.3199 13.2231
C -3.4028 -20.5543 17.9586
C 7.0161 -12.4896 16.6191
C 1.7100 -17.5743 16.5346
C -1.0738 -22.7686 14.5508
C 2.1136 -18.0324 7.6676
C 6.3778 -14.3181 19.9976
C 5.5716 -12.9530 16.5592
C 3.9030 -21.2141 14.2964
C 4.8569 -22.4693 12.1478
H 4.0606 -18.8985 17.6224
H 7.3580 -12.1021 17.5788
H 0.3775 -18.4024 14.2956
H 1.2754 -16.6963 16.0567
H 3.1724 -21.3472 15.0943
H 5.2864 -13.6470 17.3498
H -0.3728 -23.4590 17.6930
H 1.5578 -23.7326 14.8681
H 6.0989 -19.5719 15.4074
H 3.9420 -15.8328 15.8395
H 8.9741 -13.1882 15.9549
H 2.6146 -18.9956 7.5704
H 3.8063 -20.2473 13.8024
H -1.8135 -23.7235 19.3228
H 4.7974 -21.6531 11.4278
H 6.2315 -20.7670 16.5843
H 1.8332 -16.4579 11.5525
H -1.0087 -22.3516 11.7749
H 4.6093 -17.6752 12.1548
H -0.6832 -24.1851 20.6887
H -2.5794 -19.2720 21.3105
H 8.4192 -16.5992 17.1542
H 6.5039 -10.6286 15.8165
H 2.4957 -24.0741 18.4712
H -0.9973 -24.7446 16.9408
H 3.0433 -13.6399 20.5376
H 4.3684 -15.9500 21.4298
H 1.7904 -22.1416 17.4732
H -2.7035 -21.3818 18.0787
H -1.3695 -20.8415 12.6844
H 6.5405 -13.4994 19.2967
H -1.3967 -23.7025 14.0908
H 5.7029 -15.3358 22.5249
H 2.6883 -16.4168 18.0682
H 1.1839 -18.1133 7.1043
H 3.7182 -14.8497 19.6847
H 4.8015 -19.9372 16.5406
H 1.6667 -22.0938 13.0811
H 8.1096 -11.0638 15.6058
H 3.3118 -21.3475 17.8273
H 5.3587 -13.0735 21.2801
H 0.1862 -20.9810 11.9724
H -1.3081 -18.9800 22.0890
H 9.4461 -15.7596 15.9775
H 3.0728 -24.2729 19.9118
H -4.4001 -20.7597 18.3475
H 1.2552 -23.2432 21.1063
H 4.1924 -16.0437 12.0054
H 4.2700 -17.5266 15.8488
H 1.5866 -19.7059 14.2516
H 3.6879 -23.2492 13.7923
H 3.5431 -18.4654 9.8316
H -1.0854 -18.6983 17.9657
H 5.8517 -22.6404 12.5591
H 0.8657 -21.7594 20.5338
H 2.7823 -18.9854 18.2557
H 1.8343 -20.5754 18.3762
H 0.9217 -19.0648 20.3263
H 0.8704 -17.9594 17.1133
H -0.7270 -20.2136 18.5457
H 3.2257 -21.9212 20.2337
H 0.0674 -22.2670 16.1310
H 4.6848 -23.4292 11.6609
H 2.3708 -21.3187 12.0700
H -3.5374 -20.2809 16.9120
H -1.7287 -17.7330 20.0415
H 6.3789 -15.1984 19.3548
H 0.6861 -25.0664 15.4002
H 0.3439 -19.7914 15.4728
H -1.9131 -22.1168 14.7936
H 3.3818 -16.9751 13.3517
H 3.7454 -16.8462 9.5723
H 5.0255 -12.0097 16.5500
H 5.2324 -13.3418 15.5990
H 1.2530 -18.2878 12.6058
H 0.4598 -18.0501 21.5638
H 2.6217 -17.2010 7.1791
H 5.0440 -16.5007 17.0710
H 4.0425 -14.6978 22.6302
H 7.5976 -13.9564 15.1080
H 1.2591 -18.6110 11.0575
H 8.9713 -15.7279 21.6345
H 0.5308 -17.3507 19.8676
H 1.4058 -24.0473 16.6496
H -1.4144 -22.5202 20.5672
H 8.9764 -15.3245 19.8763
H 7.8685 -16.4145 20.5763
H 7.7265 -16.0359 15.5960

Values from the calculation:
SMILES string   COC[C@H](C)N.COC[C@H](C)N.COC[C@H](C)N.COC[C@H](C)N.COC[C@H](C)N.COC[C@H](C)N.COC[C@H](C)N.COC[C@H](C)N
Kohn-Sham gap   9.459 eV
Net charge   0

Which structure loses on stability? model z does.